A | Molecular formula: C26H28BF4N8S3Sn
Method: DFT, the ωB97M-V functional and the def2-TZVPD basis

Element x y z (Å)
Sn 0.069 -1.270 0.323
C -2.421 1.679 -2.891
C -1.833 1.087 -1.641
N -0.650 0.641 -1.533
C 0.299 0.734 -2.619
C 1.334 -0.393 -2.588
N 1.820 -0.761 -1.251
C 2.947 0.040 -0.718
C 2.531 1.371 -0.110
N 1.553 1.164 0.951
C 1.933 1.654 2.284
C 0.907 1.142 3.298
N -0.383 1.296 2.669
C -1.501 0.836 3.013
C -1.864 0.139 4.293
C -2.520 0.937 1.902
C -3.902 0.968 2.044
C -4.673 1.044 0.891
C -4.063 1.088 -0.354
C -2.673 1.038 -0.398
N -1.952 0.954 0.704
H -1.727 2.383 -3.350
H -3.346 2.210 -2.683
H -2.626 0.886 -3.615
H 0.809 1.696 -2.502
H -0.161 0.728 -3.612
H 2.173 -0.097 -3.229
H 0.881 -1.286 -3.014
H 2.119 -1.734 -1.302
H 3.689 0.201 -1.509
H 3.425 -0.548 0.067
H 2.136 2.042 -0.880
H 3.433 1.841 0.282
H 0.642 1.537 0.709
H 1.970 2.749 2.313
H 2.940 1.305 2.504
H 0.983 1.682 4.247
H 1.086 0.080 3.503
H -0.993 0.046 4.939
H -2.262 -0.858 4.089
H -2.635 0.695 4.831
H -4.365 0.943 3.021
H -5.753 1.066 0.962
H -4.660 1.124 -1.255
S -1.362 -2.287 -1.597
C -0.956 -3.986 -1.721
C -1.741 -4.778 -2.559
C -1.483 -6.128 -2.746
C -2.327 -6.894 -3.617
N -3.011 -7.507 -4.309
C -0.399 -6.715 -2.077
C 0.388 -5.935 -1.243
C 0.135 -4.575 -1.042
S 1.172 -3.700 0.061
C -0.096 -8.108 -2.239
N 0.147 -9.224 -2.370
H -2.576 -4.326 -3.077
H 1.220 -6.393 -0.726
F 4.962 2.152 3.638
B 5.381 2.262 2.300
F 5.153 1.023 1.639
F 6.732 2.598 2.231
F 4.600 3.254 1.649
S 1.580 4.968 0.191
C 0.584 4.868 1.574
C -0.568 4.219 1.265
N -0.688 3.813 -0.039
C 0.372 4.155 -0.708
H 0.907 5.245 2.529
H -1.355 3.982 1.964
H 0.512 3.939 -1.758

Computed properties:
Gap between HOMO and LUMO   6.8312 eV
Charge   -1
LUMO energy   0.061 Ha


B | Molecular formula: C26H28BF4N8S3Sn
Method: DFT, the ωB97M-V functional and the def2-TZVPD basis

Element x y z (Å)
Sn 0.483 -1.228 -0.448
C -2.212 2.131 -3.002
C -1.631 1.233 -1.945
N -0.424 0.844 -1.919
C 0.531 1.299 -2.909
C 1.678 0.307 -3.058
N 2.194 -0.255 -1.800
C 3.215 0.529 -1.069
C 2.637 1.703 -0.293
N 1.605 1.248 0.628
C 1.860 1.493 2.055
C 1.032 0.511 2.893
N -0.241 0.450 2.233
C -1.400 0.144 2.594
C -1.873 -0.305 3.950
C -2.391 0.306 1.456
C -3.775 0.343 1.577
C -4.525 0.625 0.442
C -3.889 0.901 -0.759
C -2.500 0.836 -0.783
N -1.803 0.511 0.285
H -1.528 2.946 -3.234
H -3.154 2.564 -2.676
H -2.387 1.571 -3.924
H 0.905 2.271 -2.570
H 0.098 1.450 -3.902
H 2.478 0.779 -3.639
H 1.311 -0.547 -3.628
H 2.599 -1.153 -2.055
H 3.985 0.881 -1.767
H 3.696 -0.141 -0.354
H 2.239 2.454 -0.985
H 3.463 2.177 0.241
H 0.676 1.560 0.379
H 1.586 2.518 2.343
H 2.927 1.383 2.205
H 0.985 0.813 3.946
H 1.496 -0.479 2.846
H -1.034 -0.662 4.544
H -2.608 -1.107 3.868
H -2.345 0.522 4.489
H -4.258 0.172 2.531
H -5.605 0.653 0.500
H -4.462 1.141 -1.644
S -0.657 -2.082 -2.669
C -0.593 -3.728 -2.054
C -1.720 -4.537 -2.210
C -1.760 -5.845 -1.754
C -2.953 -6.623 -1.941
N -3.915 -7.237 -2.083
C -0.635 -6.373 -1.105
C 0.489 -5.580 -0.943
C 0.552 -4.262 -1.415
S 2.038 -3.363 -1.203
C -0.634 -7.719 -0.600
N -0.633 -8.796 -0.197
H -2.589 -4.125 -2.706
H 1.356 -5.990 -0.443
F 4.713 1.291 3.769
B 5.400 1.309 2.542
F 4.920 0.244 1.730
F 6.774 1.189 2.736
F 5.106 2.528 1.868
S 0.596 5.295 1.191
C -0.531 4.819 2.382
C -1.347 3.857 1.879
N -1.110 3.497 0.577
C -0.116 4.184 0.102
H -0.526 5.239 3.373
H -2.132 3.358 2.428
H 0.277 4.058 -0.898

Computed properties:
Gap between HOMO and LUMO   6.3766 eV
Charge   -1
LUMO energy   0.060 Ha


Tell me which of them is the most stable. Sure, it is A.


A | Molecular formula: C7H14N
Method: DFT, the ωB97M-V functional and the def2-TZVPD basis

Element x y z (Å)
C 2.039 -1.117 -0.244
C 0.994 -0.334 0.152
C 0.593 0.794 -0.656
C 0.242 1.989 -0.273
C -0.244 3.126 -1.065
C 0.261 -0.688 1.414
C -0.633 -1.929 1.006
N -1.782 -1.628 -0.018
H 2.518 -0.854 -1.164
H 2.498 -1.969 0.233
H 0.739 0.627 -1.772
H 0.530 2.430 0.713
H 0.574 3.593 -1.643
H -1.040 2.880 -1.860
H -0.753 3.981 -0.680
H 0.933 -1.066 2.223
H -0.315 0.190 1.803
H -1.127 -2.511 1.811
H 0.026 -2.703 0.551
H -1.261 -1.314 -0.860
H -2.331 -2.512 -0.129
H -2.460 -0.985 0.460

Computed properties:
Gap between HOMO and LUMO   8.4978 eV
Charge   +1
SMILES   C=C(/C=C/C)CC[NH3+]
LUMO energy   -0.134 Ha


B | Molecular formula: C7H14N
Method: DFT, the ωB97M-V functional and the def2-TZVPD basis

Element x y z (Å)
C 1.535 1.923 -0.771
C 0.479 2.430 -1.108
C -1.492 -1.509 1.373
C -1.773 -0.907 0.032
C -0.475 -1.567 0.245
C -0.744 3.039 -1.468
C 1.941 -1.552 0.669
N 0.728 -0.711 0.561
H 2.555 1.765 -0.723
H 0.775 -0.154 -0.250
H -1.195 -1.003 2.169
H -2.103 -2.394 1.569
H -2.570 -1.369 -0.535
H -1.680 0.119 -0.141
H -0.145 -2.375 -0.284
H -1.432 2.190 -1.800
H -0.654 3.773 -2.332
H -1.334 3.545 -0.557
H 2.581 -0.993 1.258
H 1.711 -2.451 1.126
H 2.457 -1.663 -0.369
H 0.832 -0.139 1.335

Computed properties:
Gap between HOMO and LUMO   10.8817 eV
Charge   +1
LUMO energy   -0.103 Ha


C | Molecular formula: C7H14N
Method: DFT, the ωB97M-V functional and the def2-TZVPD basis

Element x y z (Å)
C 2.885 0.758 0.499
C 1.777 0.524 -0.220
C -1.670 1.013 1.011
C -1.895 -0.381 0.620
C -0.730 0.375 -0.048
C -0.919 0.825 -1.478
C 0.588 0.055 0.412
N 0.430 -2.144 -0.172
H 3.748 1.237 0.069
H 2.941 0.523 1.551
H 1.737 0.794 -1.264
H -2.316 1.783 0.618
H -1.262 1.230 1.985
H -1.644 -1.161 1.321
H -2.723 -0.622 -0.029
H -1.972 0.816 -1.743
H -0.394 0.163 -2.164
H -0.548 1.837 -1.622
H 0.684 -0.237 1.450
H 1.266 -2.355 -0.705
H -0.392 -2.300 -0.740
H 0.410 -2.732 0.652

Computed properties:
Gap between HOMO and LUMO   9.2021 eV
Charge   +1
LUMO energy   -0.184 Ha


D | Molecular formula: C7H14N
Method: DFT, the ωB97M-V functional and the def2-TZVPD basis

Element x y z (Å)
C -1.349 0.211 3.582
C -1.708 -0.442 2.170
C -0.808 0.091 1.046
C 1.817 1.261 -3.271
C 0.963 0.136 -2.703
C 0.874 -0.518 -1.539
C 0.688 -1.044 -3.447
N -0.048 -0.218 3.846
H -1.581 1.289 3.813
H -2.063 -0.395 4.254
H -2.788 -0.349 1.985
H -1.468 -1.515 2.479
H 0.018 0.646 1.412
H -1.387 0.760 0.415
H 2.686 1.280 -2.654
H 2.269 0.986 -4.227
H 1.555 -1.211 -1.049
H -0.173 -1.605 -3.176
H 1.121 -1.275 -4.438
H 0.482 0.270 4.541
H 1.348 2.276 -3.366
H -0.447 -0.634 0.327

Computed properties:
Gap between HOMO and LUMO   2.5734 eV
Charge   +1
LUMO energy   -0.304 Ha


Tell me which of them is the most stable. Sure, it is C.


A | Molecular formula: C7H14N
Method: DFT, the ωB97M-V functional and the def2-TZVPD basis

Element x y z (Å)
C -2.463 0.258 -1.422
C -1.139 -0.008 -1.070
C -0.047 0.034 -2.026
C -0.739 -0.228 0.359
C -1.387 -1.069 1.290
C 0.176 0.786 1.005
C 1.737 0.769 0.783
N 2.055 -0.735 0.842
H -3.069 0.450 -0.534
H -2.983 0.231 -2.412
H -0.214 0.432 -3.067
H 0.648 0.817 -1.623
H 0.536 -0.936 -2.116
H -0.799 -1.312 2.234
H -2.473 -1.281 1.078
H 0.032 0.650 2.158
H -0.282 1.759 0.797
H 2.141 1.097 -0.201
H 2.305 1.386 1.506
H 1.960 -1.072 1.852
H 1.202 -1.068 0.303
H 2.803 -0.960 0.263

Computed properties:
Gap between HOMO and LUMO   8.8475 eV
Charge   +1
SMILES   C=C(C)C(=C)CC[NH3+]
LUMO energy   -0.130 Ha


B | Molecular formula: C7H14N
Method: DFT, the ωB97M-V functional and the def2-TZVPD basis

Element x y z (Å)
C -1.874 -1.215 -0.700
C -1.705 0.125 -0.698
C -0.696 0.866 0.133
C -0.840 2.420 0.011
C -0.084 0.321 1.362
C 0.804 0.414 0.093
N 1.144 -0.784 -0.634
C 2.062 -1.745 0.280
H -2.400 -1.679 -1.547
H -1.093 -1.919 -0.236
H -2.273 0.798 -1.343
H -1.942 2.708 -0.020
H -0.429 2.715 -0.975
H -0.352 2.984 0.755
H -0.439 -0.679 1.598
H 0.192 0.976 2.226
H 1.428 1.386 0.106
H 0.210 -1.263 -0.721
H 1.522 -0.630 -1.543
H 3.132 -1.301 0.390
H 1.606 -1.695 1.381
H 2.028 -2.803 0.080

Computed properties:
Gap between HOMO and LUMO   10.7668 eV
Charge   +1
SMILES   C=C[C@@]1(C)C[C@H]1[NH2+]C
LUMO energy   -0.110 Ha


Tell me which of them is the most stable. Sure, it is B.


A | Molecular formula: C5H8FNS
Method: DFT, the ωB97M-V functional and the def2-TZVPD basis

Element x y z (Å)
F -0.789 2.194 -0.029
C -1.206 0.904 0.190
C -1.114 0.014 -1.107
N -0.378 -1.199 -0.844
C 0.208 -1.073 0.490
C 1.215 0.006 0.733
S 2.085 0.897 -0.515
C -0.215 0.222 1.109
H -2.235 0.905 0.609
H -2.087 -0.210 -1.487
H -0.569 0.673 -1.790
H 0.335 -1.268 -1.540
H 0.278 -1.980 1.047
H 1.883 -0.164 1.566
H 3.042 -0.033 -0.585
H -0.452 0.112 2.154

Computed properties:
Gap between HOMO and LUMO   9.5837 eV
Charge   0
SMILES   F[C@H]1CN[C@H]2[C@@H](S)[C@H]21
LUMO energy   0.027 Ha


B | Molecular formula: C5H8FNS
Method: DFT, the ωB97M-V functional and the def2-TZVPD basis

Element x y z (Å)
C -0.088 2.401 0.056
C 0.469 1.254 -0.409
C 0.241 -0.052 0.340
C 1.655 -0.693 0.695
F -0.420 0.312 1.513
C -0.655 -0.812 -0.554
N -1.645 -1.377 -0.074
S -2.544 -2.228 -1.323
H -0.587 2.508 0.999
H 0.086 3.419 -0.422
H 0.868 1.361 -1.457
H 1.683 -1.484 1.440
H 2.278 -0.893 -0.217
H 2.246 0.048 1.279
H -0.249 -0.991 -1.526
H -3.338 -2.771 -0.340

Computed properties:
Gap between HOMO and LUMO   9.8749 eV
Charge   0
SMILES   C=C[C@@](C)(F)/C=N/S
LUMO energy   0.029 Ha


Tell me which of them is the most stable. Sure, it is A.


A | Molecular formula: C6H14N2OS
Method: DFT, the ωB97M-V functional and the def2-TZVPD basis

Element x y z (Å)
S -0.244 1.701 -4.351
C -0.598 1.307 -2.512
C 0.585 0.583 -1.928
N 0.439 0.586 -0.470
N 0.545 -0.520 0.275
C 1.545 -0.577 1.394
C 0.829 -0.138 2.701
O -0.283 -0.946 2.958
C -1.331 -0.900 1.912
C -0.709 -1.181 0.509
H -1.101 1.040 -5.119
H -1.435 0.612 -2.398
H -0.760 2.250 -1.860
H 1.491 1.101 -2.284
H 0.725 -0.476 -2.286
H -0.124 1.416 -0.053
H 2.488 0.038 1.210
H 1.797 -1.648 1.588
H 0.457 0.863 2.757
H 1.536 -0.469 3.575
H -1.732 0.176 2.071
H -2.062 -1.628 2.120
H -1.487 -0.936 -0.308
H -0.572 -2.255 0.498

Computed properties:
Gap between HOMO and LUMO   9.1254 eV
Charge   0
SMILES   SCCNN1CCOCC1
LUMO energy   0.032 Ha


B | Molecular formula: C6H14N2OS
Method: DFT, the ωB97M-V functional and the def2-TZVPD basis

Element x y z (Å)
C 0.177 1.238 1.615
C -0.885 1.729 0.446
C -0.650 3.135 0.046
C 1.801 -2.406 0.060
C -0.033 -1.891 -1.593
C 0.507 -1.604 -0.202
N 1.409 0.918 0.871
N -0.637 0.728 -0.618
O 1.888 0.436 -1.582
S 0.958 0.253 -0.458
H 0.139 1.883 2.451
H -0.450 0.312 1.929
H -1.857 1.626 0.828
H 0.285 3.284 -0.423
H -0.654 3.880 0.812
H -1.527 3.537 -0.539
H 2.238 -2.592 -0.882
H 2.542 -1.879 0.600
H 1.668 -3.343 0.531
H 0.798 -1.750 -2.279
H -0.860 -1.256 -1.798
H -0.332 -3.034 -1.729
H -0.318 -1.670 0.551
H -0.781 1.119 -1.594

Computed properties:
Gap between HOMO and LUMO   9.5375 eV
Charge   0
LUMO energy   0.032 Ha


Tell me which of them is the most stable. Sure, it is B.